Record 1
21
Properties=species:S:1:pos:R:3 method="wB97M-V/def2-TZVPD" homo_lumo_gap_ev=9.81 de_lowest_kcal_mol=135.8 max_force_ha_per_bohr=0.068 smiles="CC(C)(C)C/[N+]([O-])=N/O"
C 0.373 -0.489 2.074
C 0.163 -0.327 0.637
C -1.047 -1.094 0.240
C 1.327 -0.992 -0.036
C 0.025 1.188 0.249
N -0.598 1.540 -1.005
O -1.664 2.201 -1.066
N -0.009 1.135 -2.059
O -0.714 1.483 -3.134
H 1.341 -0.312 2.347
H -0.384 0.040 2.712
H 0.292 -1.604 2.097
H -1.332 -1.007 -0.843
H -1.047 -2.058 0.631
H -1.907 -0.568 0.559
H 1.263 -0.815 -1.164
H 1.216 -2.031 0.120
H 2.268 -0.621 0.388
H 1.029 1.469 -0.047
H -0.396 1.729 1.100
H -0.200 1.135 -3.800



Record 2
21
Properties=species:S:1:pos:R:3 method="wB97M-V/def2-TZVPD" homo_lumo_gap_ev=10.57 de_lowest_kcal_mol=71.1 max_force_ha_per_bohr=0.056 smiles="[H]/N=C(/N)O[C@@H](C)[C@@H](C)O"
H 0.326 3.258 -0.035
N 0.474 2.981 -0.994
C -0.020 1.924 -1.393
N -0.273 1.287 -2.522
O -0.613 0.645 -0.489
C 0.260 0.032 0.454
C 0.438 0.882 1.707
C -0.300 -1.361 0.815
C -0.618 -2.205 -0.413
O 0.602 -2.040 1.685
H -0.307 1.829 -3.373
H -0.763 0.406 -1.944
H 1.243 -0.120 -0.025
H -0.538 1.170 2.099
H 0.961 0.308 2.471
H 1.035 1.770 1.505
H -1.207 -1.220 1.409
H -0.937 -3.198 -0.099
H -1.416 -1.747 -0.994
H 0.268 -2.312 -1.044
H 1.384 -2.290 1.177



Record 3
21
Properties=species:S:1:pos:R:3 method="wB97M-V/def2-TZVPD" s2=2.010 spin_multiplicity=3 homo_lumo_gap_ev="5.50 / 5.52" total_charge=+2 max_force_ha_per_bohr=0.114
C 0.372 -0.656 1.660
C -0.308 -0.196 -0.772
C -0.673 -0.400 2.445
C -0.556 -1.036 3.802
C 0.448 -0.162 -1.958
N 1.534 -1.157 1.559
N -0.124 0.205 -3.374
O -1.828 0.294 2.154
O -1.498 0.366 -0.870
H -1.392 -1.731 4.084
H -0.405 -0.416 4.632
H 0.272 -1.729 3.812
H 0.944 -1.119 -2.151
H 1.204 0.687 -1.773
H 1.662 -2.202 1.173
H 2.462 -0.746 1.771
H -2.060 0.741 3.074
H 0.596 0.606 -3.976
H -0.624 0.994 -3.357
H -0.593 -0.548 -3.859
H -2.013 0.246 -0.067



Record 4
23
Properties=species:S:1:pos:R:3 method="wB97M-V/def2-TZVPD" homo_lumo_gap_ev=8.66 de_lowest_kcal_mol=0.0 max_force_ha_per_bohr=0.085
C -1.060 -0.610 0.764
C 2.360 -2.597 -0.989
C -0.751 0.737 1.393
C -0.226 1.774 0.333
C 0.389 -1.438 -2.414
N 0.104 0.677 2.597
N -0.969 1.977 -0.839
O -1.890 -0.596 -0.287
O -0.535 -1.696 1.047
S -0.571 -0.362 -3.243
S 2.003 -1.175 -2.062
H 1.597 -2.556 -0.263
H 3.395 -2.528 -0.495
H 2.300 -3.533 -1.559
H -1.782 1.054 1.831
H 0.879 1.513 0.017
H -0.236 2.596 1.016
H 1.025 0.652 2.415
H -0.090 -0.193 3.002
H -1.855 -1.499 -0.615
H -1.992 2.170 -0.618
H -1.067 1.080 -1.506
H 0.349 0.446 -3.580